Density functional theory data (ωB97M-V with the def2-TZVPD basis set) for a molecular structure, C32H51BaN4O2P2 in a non-equilibrium geometry.

Computed properties:
- 2S+1 = 1
- net charge = +1
- calculated total energy (eV) = -63335.9063
- relative energy (zero: lowest compared OMol25 entry of this formula, charge and spin) (eV) = 0.000
- M (u) = 723.062

CARTESIAN COORDINATES (ANGSTROEM)
C -1.990 -1.798 -1.604
C 0.146 -1.485 -2.451
C -2.231 -2.859 -2.475
C -0.054 -2.494 -3.399
C -1.251 -3.215 -3.395
H -3.192 -3.362 -2.412
H 0.744 -2.712 -4.112
H -1.412 -4.014 -4.111
N -0.794 -1.183 -1.525
P -2.891 0.376 -0.047
P 2.478 -0.775 -0.853
C -3.139 -1.321 -0.704
H -4.095 -1.365 -1.260
H -3.248 -2.039 0.131
C 0.910 3.606 2.120
O 1.139 4.404 2.912
C 1.434 -0.667 -2.450
H 2.116 -1.020 -3.234
C 3.961 0.406 -1.154
C 3.025 -2.560 -0.605
C -3.596 1.491 -1.412
C -3.764 0.337 1.630
C 3.574 1.779 -0.562
H 3.343 1.717 0.515
H 4.431 2.460 -0.676
H 2.715 2.237 -1.077
C 5.218 -0.089 -0.420
H 5.047 -0.197 0.659
H 5.607 -1.030 -0.830
H 6.006 0.669 -0.549
C 4.279 0.553 -2.649
H 5.180 1.181 -2.739
H 4.493 -0.407 -3.137
H 3.473 1.058 -3.196
C 3.608 -2.662 0.825
H 2.965 -2.149 1.557
H 3.662 -3.722 1.109
H 4.619 -2.250 0.902
C 1.803 -3.495 -0.657
H 0.996 -3.161 0.010
H 1.401 -3.588 -1.671
H 2.122 -4.495 -0.325
C 4.044 -2.983 -1.681
H 4.018 -2.369 -2.592
H 5.070 -2.985 -1.288
H 3.824 -4.016 -1.993
C -3.567 1.701 2.318
H -4.006 1.647 3.324
H -2.506 1.974 2.436
H -4.069 2.512 1.776
C -3.107 -0.761 2.493
H -3.295 -1.771 2.106
H -2.020 -0.623 2.602
H -3.545 -0.717 3.503
C -5.255 0.039 1.453
H -5.674 -0.206 2.442
H -5.806 0.909 1.077
H -5.448 -0.818 0.794
C -2.789 1.228 -2.701
H -3.162 1.904 -3.487
H -1.715 1.440 -2.560
H -2.903 0.197 -3.060
C -3.395 2.967 -1.014
H -2.332 3.215 -0.871
H -3.780 3.601 -1.828
H -3.942 3.234 -0.101
C -5.081 1.213 -1.667
H -5.296 0.151 -1.839
H -5.717 1.578 -0.852
H -5.376 1.757 -2.578
Ba 0.136 0.828 0.460
N 0.675 1.703 -1.860
C 1.017 0.898 -2.763
C 1.039 1.319 -4.213
C 0.876 2.687 -4.444
C 1.201 0.442 -5.295
C 0.963 3.205 -5.738
H 0.678 3.327 -3.583
C 1.298 0.962 -6.594
H 1.226 -0.638 -5.132
C 1.189 2.342 -6.819
H 0.856 4.278 -5.889
H 1.454 0.280 -7.431
H 1.278 2.741 -7.831
N 0.818 -1.219 4.826
C 0.551 -0.068 4.170
N 0.206 0.987 4.951
O 0.586 0.006 2.911
H 0.785 -1.255 5.839
H 1.073 -2.039 4.294
H 0.132 1.902 4.524
H 0.261 0.908 5.958